The following is a quantum chemistry calculation of C59H57N8O4TeTi as an isolated structure at a distorted geometry, from OMol25.

Values from the calculation:
**2S+1**: 3
**⟨S²⟩**: 2.04
**HOMO-LUMO gap (alpha / beta)**: 3.49 / 6.37 eV
**Net charge**: -1
**ΔE to the lowest compared entry with this formula, charge and spin**: 0.685 eV
**E**: -4139.12297 Ha
**Largest force on an atom**: 4.2 eV/A

Each line ends with the Löwdin charge.
CARTESIAN COORDINATES (ANGSTROEM)
C1 0.1855 -2.1318 3.3117  -0.03
C2 2.8430 4.4356 -1.3721  -0.12
C3 2.4209 -4.5550 0.2816  -0.07
C4 -0.0955 1.4882 3.0799  -0.18
H1 3.4793 0.4009 4.1385  0.10
H2 -0.4388 0.9435 -3.6944  0.09
H3 -0.3436 -5.3229 2.0526  0.07
H4 2.4844 -3.2863 -1.4273  0.13
H5 2.4474 3.3031 1.7727  0.10
H6 4.5269 2.9210 -2.7291  0.09
H7 -0.9202 3.7477 -2.4205  0.10
H8 -2.7022 -0.8393 -2.1083  0.09
H9 2.0823 -5.7582 2.0264  0.10
N1 -1.3951 -2.3435 -1.6083  0.00
C5 1.6605 -1.0209 -2.1697  -0.30
C6 -2.7146 -5.2209 3.4533  -0.02
C7 -1.1066 2.8062 -1.8790  -0.08
C8 -0.8223 -8.2815 4.6571  -0.05
N2 -3.4794 -2.3051 2.6812  0.16
C9 0.8191 -2.0446 -2.6605  -0.15
C10 0.2145 1.2341 4.4150  -0.03
H10 -3.4058 1.5074 2.8788  0.08
H11 -2.5176 -4.9195 -5.2521  0.09
N3 -3.8654 -3.4607 4.7203  0.13
H12 -2.6370 2.1271 4.3518  0.09
C11 0.9291 1.3640 2.1109  -0.25
H13 -0.6270 -8.6245 5.6730  0.07
C12 6.8047 1.8210 -4.9791  -0.12
H14 7.5656 2.1897 -5.6541  0.09
C13 1.3856 2.5137 0.0811  -0.24
C14 -0.7349 -6.0884 -5.2202  -0.10
H15 2.6383 -1.8331 -6.8275  0.07
H16 -1.3446 -9.0720 4.1145  0.08
C15 0.5593 -1.6035 2.1044  -0.10
H17 3.4297 -0.5365 -5.0412  0.10
C16 -1.6356 -7.0183 4.6664  -0.28
C17 3.0167 4.3183 -0.0047  -0.10
C18 0.4774 -3.4719 -0.6654  -0.15
Ti1 -0.0257 0.1038 -0.2518  0.91
C19 -2.0894 -2.1067 2.6075  -0.21
H18 1.3032 1.1960 -3.4823  0.08
H19 -0.7598 3.3182 1.3490  0.07
C20 1.6358 -5.1263 1.2728  -0.08
H20 -0.6631 -6.1330 -6.2996  0.10
H21 7.1227 -0.2403 -5.4713  0.09
C21 -1.6309 -1.5843 1.4141  -0.08
H22 -1.3666 3.0411 -0.8467  0.07
H23 -1.7441 -6.8872 2.5377  0.12
C22 0.2679 -4.8862 1.2807  -0.08
O1 1.4243 -0.5505 -0.9740  -0.15
H24 2.0924 -3.4497 -6.3379  0.07
C23 1.1712 2.6926 -1.3075  -0.20
C24 -0.9221 -5.9518 -2.4666  -0.15
C25 2.4858 0.7129 3.8496  -0.10
H25 6.3012 3.7648 -4.2365  0.09
H26 5.3773 -1.0681 -3.9689  0.11
C26 2.2010 0.9600 2.5193  -0.05
H27 -1.9489 2.2957 -2.3550  0.09
C27 2.2977 3.3843 0.7063  -0.02
C28 2.7353 -0.9897 -4.3476  -0.02
H28 -1.3769 -3.9202 0.3028  0.09
H29 -2.3880 0.4343 3.8488  0.07
C29 -2.5040 1.4541 3.4892  -0.08
H30 -3.7282 -1.9249 -3.9152  0.04
C30 2.7143 -0.5463 -3.0078  -0.11
H31 -1.3084 -0.9600 -3.2273  0.11
C31 6.0853 2.7052 -4.1867  -0.10
C32 -1.8754 -5.3186 -3.2449  -0.54
O2 -5.4512 -2.1908 3.7596  0.07
N4 0.0866 1.9506 -1.9293  -0.20
H32 3.7193 4.9588 0.5140  0.10
C33 -1.7765 -5.4000 -4.6260  -0.17
C34 -2.0281 -1.5383 -2.6202  -0.33
C35 -3.1040 -4.6277 4.6509  -0.27
H33 -1.7803 -6.8833 6.8022  0.11
H34 -1.6349 3.9055 2.7800  0.09
H35 -2.3270 -1.4789 0.5932  0.10
O3 3.4361 0.9824 -1.3584  0.01
H36 3.4205 5.1511 -1.9407  0.09
C36 -2.0079 -6.4087 3.4715  -0.06
C37 -2.7734 -5.2569 5.8506  -0.03
C38 -0.1224 -2.5999 -1.6587  -0.22
C39 -1.5805 3.1014 2.0277  -0.06
H37 1.0310 -7.2536 -4.9031  0.10
H38 0.9069 -2.1997 -6.7174  0.07
C40 -2.0367 -6.4251 5.8557  -0.05
C41 1.8840 -2.3802 -6.2637  -0.06
C42 4.7644 0.8827 -3.3085  -0.14
H39 -1.4535 -2.6890 4.6098  0.10
N5 -1.9041 0.5964 -0.3555  0.02
C43 -4.3158 -2.6327 3.7089  -0.52
C44 3.6223 0.4546 -2.4680  -0.37
H40 0.9464 -2.3805 4.0371  0.12
H41 0.2901 -3.3146 -4.2979  0.10
C45 0.3230 1.6459 -3.3409  -0.06
H42 -0.5448 1.3352 5.1776  0.10
C46 -0.3102 -4.0912 0.3197  -0.06
C47 6.5451 0.4617 -4.8843  -0.11
H43 -0.9805 -5.8867 -1.3918  0.08
N6 -0.3450 -1.2242 1.1555  -0.02
C48 -3.0174 0.8685 -0.0834  -0.52
H44 -2.2606 -2.8219 -4.3385  0.03
C49 5.0895 2.2418 -3.3521  -0.02
H45 0.8663 -7.1170 -2.4304  0.10
H46 -4.5000 -3.4330 5.5091  0.15
C50 -2.8590 -2.4418 -3.5168  -0.43
C51 0.1202 -6.6462 -3.0560  -0.08
C52 -1.1643 -2.3466 3.6331  0.02
C53 1.8672 -1.9441 -4.8255  -0.29
N7 -1.3913 1.8054 2.6424  -0.19
C54 1.8579 -3.7333 -0.6689  0.01
C55 1.4945 0.8690 4.8017  -0.11
C56 1.9074 3.6310 -2.0072  -0.05
Te1 -3.4548 -4.1832 -2.3741  1.25
H47 1.6044 -1.4664 1.8465  0.13
O4 -4.1445 1.1358 0.1465  0.07
H48 1.7718 3.7436 -3.0753  0.11
H49 2.9530 0.8321 1.7511  0.13
C57 0.2180 -6.7159 -4.4351  -0.09
H50 0.1328 -8.1058 4.1583  0.08
H51 1.7189 0.7107 5.8487  0.09
H52 -3.9809 -1.7987 1.9581  0.16
H53 0.2611 2.5458 -3.9752  0.09
N8 0.6486 1.5939 0.7656  -0.06
H54 -2.9773 -4.7686 2.5107  0.11
C58 0.9332 -2.5152 -3.9547  -0.02
H55 3.4826 -4.7573 0.2513  0.10
C59 5.5466 -0.0050 -4.0529  -0.06
H56 -3.1030 -4.8214 6.7838  0.11
H57 -2.5197 3.0857 1.4722  0.08

Forces on the atoms, in the same order (eV/Å):
C -0.6 -0.4 0.5
C 0.1 0.1 0.0
C 0.1 -0.3 0.4
C 0.2 0.0 -0.2
H 0.1 0.0 0.0
H 0.1 0.1 0.1
H 0.0 0.0 0.1
H 0.0 0.0 0.0
H 0.0 0.0 0.0
H -0.1 0.0 0.1
H 0.0 -0.1 0.1
H 0.3 -0.1 -0.1
H 0.0 -0.1 0.1
N 1.9 -0.1 0.6
C -0.2 -1.6 -2.5
C -0.1 0.0 0.0
C -0.3 0.3 0.0
C 0.0 0.1 -0.1
N 0.0 0.2 -0.7
C 0.6 1.2 0.6
C -0.1 0.0 0.1
H -0.1 0.0 0.1
H 0.0 0.0 0.0
N -0.1 0.3 0.4
H 0.0 0.0 0.0
C 0.2 0.3 0.7
H 0.0 0.0 0.0
C 0.1 0.0 0.0
H 0.1 0.0 0.0
C 0.5 1.2 -0.5
C 0.1 0.0 -0.1
H 0.0 0.0 -0.1
H 0.1 0.0 0.0
C -0.1 0.2 -0.8
H 0.0 0.0 0.0
C 0.0 -0.1 0.0
C 0.1 0.1 -0.2
C 0.5 -1.1 1.2
Ti -0.8 2.0 -1.7
C 0.6 -0.2 0.9
H -0.1 0.0 0.1
H -0.1 0.0 0.0
C 0.0 0.1 -0.2
H 0.0 0.0 0.0
H 0.1 0.0 0.0
C 0.6 0.2 -0.4
H 0.0 0.0 -0.1
H 0.0 0.0 -0.1
C 0.1 -0.2 0.2
O 1.7 -0.8 0.4
H 0.0 0.0 -0.1
C 0.2 0.3 0.3
C -0.1 0.0 0.2
C 0.1 0.0 0.0
H 0.0 0.1 0.0
H -0.1 -0.1 0.0
C -0.2 0.1 0.0
H 0.1 0.0 0.1
C -0.3 -0.3 0.1
C -0.3 -0.4 -0.5
H -0.1 0.0 0.0
H 0.0 -0.1 0.1
C 0.1 0.0 0.0
H -0.1 -0.1 0.0
C 0.8 0.8 1.0
H -0.2 -0.2 0.2
C 0.2 0.1 -0.1
C -0.4 0.2 0.2
O 0.1 0.0 -0.1
N 0.1 0.1 0.2
H 0.0 0.0 0.0
C -0.2 0.1 -0.3
C -0.1 0.4 -0.2
C 0.2 -0.5 0.0
H 0.0 0.0 0.0
H 0.0 0.0 0.0
H 0.1 0.2 0.1
O 0.5 0.6 0.7
H 0.0 0.0 -0.1
C 0.0 -0.1 0.3
C 0.0 0.2 -0.1
C -1.5 0.8 -1.1
C 0.1 0.1 -0.1
H 0.1 0.0 0.0
H 0.0 0.0 -0.1
C 0.0 0.0 -0.1
C 0.0 0.0 0.1
C 0.3 0.2 -0.1
H 0.0 -0.1 0.1
N -1.2 -0.1 -0.3
C -0.6 0.1 0.4
C -0.5 -1.1 -0.7
H 0.1 0.1 0.0
H -0.1 -0.1 0.0
C 0.1 -0.1 -0.4
H -0.1 0.0 0.0
C 0.2 0.3 -0.6
C 0.2 0.0 -0.2
H 0.0 0.0 0.1
N -1.1 -2.3 3.3
C -0.1 0.1 -0.2
H 0.0 -0.2 -0.1
C -0.1 -0.1 0.1
H 0.0 0.0 0.0
H 0.0 0.1 -0.2
C 0.0 0.0 0.3
C 0.2 -0.1 0.0
C 0.3 0.4 -1.0
C 0.2 0.2 0.0
N -0.2 -0.1 0.1
C -0.6 0.3 -0.3
C 0.0 -0.1 0.1
C 0.0 0.0 0.0
Te -0.3 -0.5 -0.8
H -0.2 0.1 0.0
O -0.8 0.2 0.3
H -0.1 0.0 0.0
H 0.1 0.0 -0.1
C 0.1 -0.1 0.0
H 0.0 -0.1 0.0
H -0.1 -0.1 0.0
H -0.1 -0.1 0.2
H 0.0 -0.1 0.2
N 0.1 0.0 0.6
H -0.1 0.1 -0.1
C -0.4 -0.4 -0.3
H 0.1 0.0 0.0
C 0.0 0.1 0.1
H 0.0 0.1 0.1
H 0.0 0.1 -0.1